Run i
C5H13NO2 as an isolated structure. Source: the Open Molecules 2025 dataset; level of theory: ωB97M-V with the def2-TZVPD basis set.

```
21
Properties=species:S:1:pos:R:3:nbo_charge:R:1
N 0.38978 0.79334 -1.19024 -0.626
C -1.06176 1.04895 -0.98082 -0.229
C -1.24401 1.23304 0.55242 -0.415
C 0.17024 1.54852 0.99050 -0.416
C 0.95069 0.50896 0.15575 -0.069
C 0.76696 -0.91482 0.66265 -0.182
O 1.50353 -0.91558 2.13708 -0.720
H 0.57562 0.00947 -1.80420 0.372
H -1.65273 0.21072 -1.33622 0.187
H -1.40328 1.95999 -1.47786 0.183
H -1.44383 0.22643 0.91232 0.184
H -2.02320 1.96334 0.74494 0.222
H 0.52065 2.57374 0.86792 0.220
H 0.36464 1.30057 2.03740 0.227
H 2.01952 0.71954 0.12398 0.215
H -0.25636 -1.29901 0.66336 0.198
H 1.47970 -1.56139 0.15937 0.205
H 0.71806 -1.36600 1.94855 0.441
H 0.11321 -2.64349 -0.97123 0.468
H -0.18424 -3.05550 -2.41339 0.479
O -0.30318 -2.34080 -1.78227 -0.944
```

Properties
Orbital gap, eV: 9.1
E_HOMO, eV: -8.74
2S+1: 1

=====

Run ii
A 2-piece molecular cluster, C5H13NO2 overall. Source: the Open Molecules 2025 dataset; level of theory: ωB97M-V with the def2-TZVPD basis set.

```
21
Properties=species:S:1:pos:R:3:nbo_charge:R:1
C -0.06034 -0.24420 2.07605 -0.656
C -1.46273 -0.35162 1.56078 -0.260
C -2.05778 0.47439 0.70424 -0.022
N -1.49574 1.63899 0.14043 -0.852
H -0.02459 -0.49928 3.13679 0.224
H 0.59907 -0.93844 1.54823 0.236
H 0.35594 0.75717 1.95241 0.193
H -1.96839 -1.28246 1.77874 0.209
H -3.03798 0.23876 0.31128 0.198
H -2.18071 2.35780 -0.04917 0.386
H -0.73897 2.02498 0.69166 0.380
O 2.16022 -1.75880 -0.67945 -0.724
C 2.22148 -0.42756 -1.00756 -0.096
C 0.54924 -0.33749 -1.78623 -0.113
O -0.00571 0.85599 -2.18498 -0.737
H 1.53434 -2.18798 -1.34280 0.461
H 2.22094 0.20204 -0.11836 0.158
H 2.95454 -0.18652 -1.78039 0.153
H 0.12069 -0.65199 -0.83425 0.188
H 0.86839 -0.88739 -2.67028 0.180
H -0.55191 1.20361 -1.44714 0.495
```

Properties
Orbital gap, eV: 9.2
E_HOMO, eV: -8.42
SMILES: C/C=C\N.OCCO
2S+1: 1

=====

Result of the stability comparison: run ii is the most stable of them.

=====

Run i
C5H13NO2 as an isolated structure. Source: the Open Molecules 2025 dataset; level of theory: ωB97M-V with the def2-TZVPD basis set.

```
21
Properties=species:S:1:pos:R:3:nbo_charge:R:1
C 1.47362 -0.39789 0.34703 -0.011
C -0.28099 -1.41178 -1.49020 -0.252
C 2.55887 0.44253 -0.25607 -0.662
O 0.14923 -0.22684 -0.90252 -0.625
H 1.57333 -1.44402 0.06692 0.174
H 1.49834 -0.42347 1.43408 0.197
H 0.30176 -1.65340 -2.39069 0.161
H -0.14495 -2.28422 -0.81959 0.156
H -1.35557 -1.38512 -1.72500 0.186
H 3.53856 0.07198 0.06948 0.224
H 2.49793 1.47250 0.10414 0.204
H 2.48946 0.45386 -1.34252 0.238
C -2.44888 0.04410 0.86070 -0.728
C -1.52284 1.06158 0.24921 0.737
N -0.29100 1.25817 0.96580 -0.886
O -1.87834 1.85902 -0.59346 -0.600
H 0.28613 1.90588 0.43576 0.400
H -0.35890 1.23394 1.97777 0.389
H -3.10796 0.55138 1.57120 0.238
H -3.07758 -0.37545 0.07544 0.241
H -1.90022 -0.75274 1.36251 0.216
```

Properties
Orbital gap, eV: 9.7
E_HOMO, eV: -8.97
2S+1: 1

=====

Run ii
A 2-piece molecular cluster, C5H13NO2 overall. Source: the Open Molecules 2025 dataset; level of theory: ωB97M-V with the def2-TZVPD basis set.

```
21
Properties=species:S:1:pos:R:3:nbo_charge:R:1
C 1.86687 -2.62725 -0.82668 -0.615
C 1.00765 -2.72328 0.43348 -0.400
C -0.03577 -1.58990 0.64440 -0.212
N 0.31145 -0.39850 -0.12847 -0.612
C -0.51259 0.67246 -0.32329 0.701
C -1.99009 0.45870 -0.38624 -0.730
O -0.02126 1.77004 -0.54825 -0.658
H 2.64594 -1.88937 -0.63022 0.203
H 2.47048 -3.52385 -0.87122 0.219
H 1.27222 -2.41981 -1.71137 0.219
H 0.44779 -3.64442 0.53408 0.207
H 1.66170 -2.64103 1.30087 0.197
H -0.98510 -1.97146 0.26883 0.193
H -0.17504 -1.36087 1.70081 0.189
H 1.27141 -0.10337 -0.00771 0.395
H -2.46807 0.77914 0.50962 0.247
H -2.34273 -0.51546 -0.72217 0.223
H -2.34389 1.17053 -1.11946 0.248
O -0.44860 4.11914 0.99564 -0.969
H -0.55128 4.90332 0.45950 0.460
H -0.30019 3.39126 0.37281 0.496
```

Properties
Orbital gap, eV: 10.6
E_HOMO, eV: -9.86
SMILES: CCCNC(C)=O.O
2S+1: 1

=====

Run iii
A 3-piece molecular cluster, C5H13NO2 overall. Source: the Open Molecules 2025 dataset; level of theory: ωB97M-V with the def2-TZVPD basis set.

```
21
Properties=species:S:1:pos:R:3:nbo_charge:R:1
C 1.33476 -0.34044 2.76769 -0.375
C 0.82093 -0.49832 1.55652 -0.206
C 1.14528 0.38902 0.38807 0.143
N 0.51792 1.58542 0.49689 -0.831
C 1.92376 -0.20581 -0.65335 -0.299
C 2.51942 0.34257 -1.88108 -0.634
H 2.03631 0.40436 3.01734 0.186
H 1.16228 -0.99649 3.57800 0.197
H 0.00249 -1.17285 1.44386 0.209
H 0.61180 2.13279 -0.36614 0.387
H 0.24125 2.01030 1.31428 0.402
H 2.13933 -1.31855 -0.46148 0.208
H 1.85174 1.19586 -2.29353 0.186
H 2.61679 -0.27046 -2.69264 0.220
H 3.48432 0.81362 -1.68985 0.214
O -4.33670 -1.85037 -0.53055 -0.963
H -3.70356 -1.08038 -0.47170 0.493
H -4.60479 -1.96296 -1.42458 0.467
O -2.15087 0.48241 -1.27113 -0.964
H -2.47906 1.33206 -1.57459 0.474
H -1.54868 0.63622 -0.51090 0.488
```

Properties
Orbital gap, eV: 8.4
E_HOMO, eV: -7.82
SMILES: C=C/C(N)=C/C.O.O
2S+1: 1

=====

Result of the stability comparison: run ii is the most stable of them.

=====

Run i
A single C5H13NO2 molecule. Source: the Open Molecules 2025 dataset; level of theory: ωB97M-V with the def2-TZVPD basis set.

```
21
Properties=species:S:1:pos:R:3:nbo_charge:R:1
C -1.07983 0.21578 -1.90047 -0.394
N 0.15106 -0.47409 -1.48186 -0.643
C 0.52951 0.02359 -0.18444 -0.076
C 2.12516 -0.25477 0.03739 -0.057
O 2.86103 0.95488 0.24759 -0.731
C -0.20532 -0.48248 1.01617 -0.471
C -1.37492 0.49903 1.32298 -0.060
O -1.89439 0.00668 2.56076 -0.736
H -0.91024 1.16010 -1.64015 0.185
H -1.05898 0.13900 -3.06457 0.190
H -1.95819 -0.17076 -1.47561 0.173
H 0.02657 -1.51164 -1.62359 0.362
H 0.47238 1.12849 -0.24940 0.196
H 2.27703 -1.01520 0.77663 0.172
H 2.28235 -0.72220 -1.04245 0.168
H 3.10491 1.40117 -0.68292 0.479
H -0.56711 -1.47431 0.65592 0.202
H 0.22810 -0.50729 1.96616 0.223
H -1.03717 1.60665 1.48331 0.183
H -2.30503 0.43644 0.68519 0.175
H -1.66690 -0.95909 2.59337 0.459
```

Properties
Orbital gap, eV: 9.8
E_HOMO, eV: -8.90
SMILES: CN[C@H](CO)CCO
2S+1: 1

=====

Run ii
A single C5H13NO2 molecule. Source: the Open Molecules 2025 dataset; level of theory: ωB97M-V with the def2-TZVPD basis set.

```
21
Properties=species:S:1:pos:R:3:nbo_charge:R:1
N -0.86345 0.74774 -1.56726 -0.835
C -0.90286 0.23214 -0.17501 -0.074
C -2.41342 0.37869 0.21102 -0.063
O -2.53440 0.50157 1.62181 -0.736
C -0.26451 -1.09966 0.26529 -0.420
C 1.28992 -0.99857 0.36253 -0.432
C 2.08298 0.14138 -0.27378 -0.076
O 3.49374 -0.12616 -0.45035 -0.705
H 0.10972 0.93878 -1.78520 0.355
H -1.09627 0.06677 -2.28848 0.349
H -0.38732 1.05164 0.32389 0.180
H -2.81089 -0.64567 -0.01963 0.161
H -2.85148 1.24264 -0.29337 0.191
H -2.88827 1.36636 1.83192 0.471
H -0.53956 -1.94380 -0.39242 0.202
H -0.59086 -1.37688 1.27871 0.233
H 1.63407 -2.00919 0.10101 0.221
H 1.54324 -0.77941 1.42503 0.186
H 1.93761 1.07088 0.26892 0.172
H 1.85195 0.14541 -1.36570 0.169
H 3.81121 -0.09284 0.46033 0.453
```

Properties
Orbital gap, eV: 10.3
E_HOMO, eV: -9.41
SMILES: N[C@@H](CO)CCCO
2S+1: 1

=====

Result of the stability comparison: run ii is the most stable of them.